Entry 1:
{
  "formula": "C28H55CaN9O5PS",
  "method": "wB97M-V/def2-TZVPD",
  "energy_ev": -92138.5510,
  "largest_force_ev_per_a": 3.8,
  "e_lumo_ev": -1.9096,
  "homo_energy_ev": -8.973,
  "relative_energy_kcal_mol": 64.55,
  "total_charge": 1,
  "symbols": ["Ca", "C", "C", "C", "C", "C", "C", "C", "C", "C", "C", "H", "H", "H", "H", "H", "H", "H", "H", "H", "H", "H", "H", "H", "H", "H", "C", "S", "C", "O", "H", "H", "H", "H", "H", "H", "N", "C", "N", "N", "C", "N", "H", "H", "H", "H", "C", "C", "O", "P", "O", "C", "C", "O", "C", "C", "H", "H", "H", "H", "H", "H", "H", "H", "H", "H", "H", "H", "H", "H", "H", "O", "C", "C", "C", "C", "C", "C", "N", "H", "H", "H", "H", "H", "H", "H", "H", "H", "H", "H", "N", "C", "N", "N", "C", "N", "H", "H", "H", "H"],
  "coordinates": [[11.803, 9.732, 11.141], [10.120, 9.465, 9.394], [9.297, 9.312, 10.551], [9.232, 10.565, 11.119], [9.862, 11.541, 10.334], [10.467, 10.852, 9.237], [11.340, 11.514, 8.145], [9.859, 12.934, 10.676], [8.323, 10.897, 12.303], [8.691, 8.124, 11.215], [10.441, 8.350, 8.482], [11.704, 10.687, 7.523], [12.095, 12.205, 8.522], [10.808, 12.175, 7.507], [9.667, 13.085, 11.758], [9.101, 13.478, 10.187], [10.768, 13.325, 10.178], [7.723, 11.791, 12.050], [8.743, 10.969, 13.381], [7.590, 10.095, 12.465], [9.172, 8.042, 12.198], [8.909, 7.241, 10.641], [7.608, 8.244, 11.368], [11.544, 8.277, 8.294], [9.995, 8.680, 7.509], [10.102, 7.386, 8.779], [14.513, 6.082, 11.526], [12.728, 6.098, 11.444], [12.417, 5.691, 9.696], [12.362, 7.546, 11.615], [14.982, 5.404, 10.794], [14.812, 5.881, 12.543], [14.873, 7.018, 11.138], [12.905, 4.703, 9.493], [12.789, 6.442, 9.020], [11.311, 5.577, 9.600], [14.750, 9.678, 13.022], [15.684, 9.070, 13.682], [15.462, 8.839, 15.027], [16.883, 8.816, 13.189], [17.217, 9.421, 12.074], [17.438, 10.067, 11.153], [13.984, 10.070, 13.590], [14.865, 10.020, 12.118], [14.529, 9.017, 15.359], [15.962, 8.060, 15.449], [8.240, 11.009, 16.922], [9.584, 11.534, 16.513], [10.290, 10.605, 15.665], [11.311, 11.023, 14.508], [12.775, 10.978, 15.226], [13.457, 12.297, 15.431], [13.732, 12.516, 16.869], [11.302, 9.619, 13.661], [11.700, 8.446, 14.391], [10.639, 7.396, 14.419], [7.761, 11.752, 17.627], [8.264, 9.989, 17.384], [7.634, 10.930, 15.988], [10.244, 11.574, 17.372], [9.641, 12.521, 16.080], [12.895, 13.104, 14.924], [14.417, 12.180, 14.920], [12.839, 12.794, 17.385], [14.322, 13.424, 16.899], [14.493, 11.743, 17.316], [11.898, 8.734, 15.462], [12.687, 8.143, 13.971], [10.340, 6.935, 13.505], [9.743, 7.913, 14.840], [10.977, 6.611, 15.115], [13.747, 9.495, 9.666], [14.634, 9.906, 8.907], [15.196, 8.989, 7.885], [16.707, 8.824, 8.001], [17.520, 9.768, 7.134], [17.490, 11.196, 7.696], [16.043, 11.773, 7.836], [15.116, 11.151, 8.881], [14.832, 9.338, 6.911], [14.688, 8.049, 8.039], [17.036, 7.803, 7.776], [16.944, 8.946, 8.996], [17.128, 9.615, 6.044], [18.526, 9.410, 7.034], [18.004, 11.882, 7.009], [17.893, 11.127, 8.699], [15.662, 11.631, 6.832], [16.031, 12.802, 8.081], [14.887, 11.743, 9.642], [11.936, 14.730, 12.718], [12.804, 15.113, 11.746], [13.104, 16.399, 11.654], [13.515, 14.202, 11.102], [13.212, 12.927, 11.299], [13.050, 11.775, 11.408], [11.240, 15.353, 12.955], [11.710, 13.763, 12.702], [12.591, 17.106, 12.236], [13.759, 16.676, 11.005]]
}

***

Entry 2:
{
  "formula": "C28H55FN2O12S4",
  "method": "wB97M-V/def2-TZVPD",
  "energy_ev": -103521.7082,
  "largest_force_ev_per_a": 8.0,
  "e_lumo_ev": -0.0293,
  "homo_energy_ev": -8.444,
  "relative_energy_kcal_mol": 0.00,
  "symbols": ["C", "C", "O", "N", "H", "H", "C", "H", "H", "H", "H", "H", "H", "C", "C", "O", "N", "H", "H", "C", "H", "H", "H", "H", "H", "H", "O", "H", "O", "H", "F", "C", "C", "C", "C", "C", "C", "H", "H", "H", "H", "H", "C", "C", "C", "S", "O", "O", "C", "H", "H", "H", "H", "H", "H", "H", "H", "C", "C", "C", "S", "O", "O", "C", "H", "H", "H", "H", "H", "H", "H", "H", "C", "C", "C", "S", "O", "O", "C", "H", "H", "H", "H", "H", "H", "H", "H", "C", "C", "C", "S", "O", "O", "C", "H", "H", "H", "H", "H", "H", "H", "H"],
  "coordinates": [[13.932, -10.712, -36.787], [14.876, -11.801, -36.254], [16.014, -11.855, -36.718], [14.516, -12.740, -35.081], [14.340, -12.149, -34.158], [13.471, -13.285, -35.266], [15.481, -13.730, -34.614], [14.637, -10.035, -36.781], [13.020, -10.496, -36.015], [13.581, -10.654, -37.809], [15.196, -14.209, -33.673], [16.332, -13.332, -34.348], [15.707, -14.549, -35.176], [11.039, -14.620, -32.168], [11.569, -13.208, -31.907], [11.470, -12.753, -30.777], [11.699, -12.236, -33.019], [12.631, -11.778, -32.768], [11.657, -12.790, -33.979], [10.886, -11.005, -33.103], [10.351, -15.229, -31.262], [11.765, -15.372, -32.323], [10.368, -14.590, -32.982], [9.825, -11.251, -33.415], [11.232, -10.362, -33.778], [10.930, -10.359, -32.169], [12.079, -13.693, -35.187], [12.134, -13.181, -35.875], [14.132, -11.014, -33.260], [14.724, -10.468, -32.847], [18.749, -12.401, -42.437], [18.662, -12.592, -41.052], [19.934, -12.681, -40.350], [20.010, -12.950, -38.977], [18.805, -13.333, -38.453], [17.581, -13.288, -39.052], [17.463, -13.006, -40.408], [20.896, -12.665, -40.787], [21.051, -12.724, -38.515], [18.641, -13.638, -37.350], [16.791, -13.248, -38.360], [16.447, -12.999, -40.910], [19.345, -10.796, -32.245], [17.942, -10.492, -32.715], [18.030, -9.653, -33.845], [19.451, -10.200, -34.789], [20.347, -9.155, -35.151], [19.008, -11.172, -35.689], [20.071, -11.201, -33.462], [19.183, -11.634, -31.693], [19.902, -10.089, -31.607], [17.449, -10.046, -31.830], [17.434, -11.393, -33.136], [18.119, -8.572, -33.675], [17.067, -9.445, -34.403], [21.104, -10.809, -33.452], [20.139, -12.168, -33.798], [14.168, -11.912, -42.707], [13.425, -13.301, -42.607], [12.310, -13.282, -41.806], [12.373, -11.803, -40.911], [12.447, -12.200, -39.581], [11.266, -10.927, -41.330], [13.882, -11.155, -41.471], [13.588, -11.455, -43.472], [15.261, -11.825, -42.763], [14.186, -13.917, -42.056], [13.139, -13.592, -43.499], [12.225, -14.170, -40.969], [11.311, -13.324, -42.192], [14.551, -11.077, -40.679], [13.492, -10.008, -41.584], [18.788, -18.496, -35.215], [19.172, -17.090, -34.705], [19.546, -16.402, -35.930], [18.340, -16.782, -37.128], [18.808, -16.908, -38.434], [17.229, -15.923, -36.840], [17.959, -18.358, -36.457], [18.293, -18.849, -34.364], [19.664, -19.098, -35.484], [19.877, -17.135, -33.804], [18.021, -16.771, -34.271], [20.396, -16.473, -36.393], [19.434, -15.374, -35.735], [18.158, -19.101, -37.325], [16.915, -18.584, -36.240], [18.236, -16.506, -29.455], [17.390, -16.883, -30.668], [16.797, -15.713, -31.221], [18.016, -14.527, -31.095], [17.518, -13.415, -30.357], [18.629, -14.428, -32.425], [19.125, -15.352, -29.944], [18.698, -17.267, -29.014], [17.529, -16.175, -28.635], [16.516, -17.689, -30.643], [18.066, -17.221, -31.365], [15.990, -15.488, -30.465], [16.333, -15.964, -32.219], [19.401, -14.600, -29.086], [20.184, -15.697, -30.244]]
}